Computed, not measured: a molecular structure, C29H33Cl2N6O8RuS at a distorted geometry, with ωB97M-V/def2-TZVPD.

Geometry as XYZ:
```
80
Properties=species:S:1:pos:R:3:lowdin_charge:R:1
Ru -1.3720 1.1386 1.0469 1.245
O -4.8728 3.0996 1.0728 0.046
C -3.6369 3.0988 0.9193 -0.575
O -3.0338 2.1643 0.2874 -0.155
C -2.7953 4.1874 1.5175 -0.169
C -2.8407 5.4975 1.0713 -0.019
C -2.0291 6.4535 1.6663 -0.081
C -1.1817 6.0956 2.7060 -0.081
C -1.1311 4.7828 3.1510 -0.096
C -1.9405 3.8228 2.5592 -0.558
S -1.9507 2.1352 3.0803 0.743
H -3.5080 5.7669 0.2625 0.119
H -2.0549 7.4769 1.3152 0.100
H -0.5443 6.8407 3.1646 0.102
H -0.4530 4.4930 3.9428 0.104
N -0.1335 0.0212 2.3002 -0.033
C 1.2675 0.3381 1.9225 -0.279
C 2.3188 -0.2130 2.8664 -0.129
C 2.2903 -1.7432 2.9839 -0.165
C 2.4412 -2.5115 1.6575 -0.143
N 1.2147 -2.5951 0.8611 0.099
C 0.1290 -3.2435 1.2595 -0.453
N 0.1897 -4.1680 2.2315 0.213
N -1.0385 -2.9770 0.6805 0.218
C 1.3487 1.8433 1.6152 -0.610
O 2.4052 2.4312 1.7684 0.057
O 0.2778 2.3400 1.0913 -0.151
H -0.2950 0.3331 3.2565 0.058
H -0.3831 -0.9603 2.2493 0.072
H 1.4170 -0.1087 0.9442 0.098
H 2.2095 0.2214 3.8638 0.128
H 3.2821 0.1255 2.4801 0.120
H 1.3473 -2.0548 3.4457 0.100
H 3.0784 -2.0663 3.6674 0.115
H 2.8072 -3.5258 1.8414 0.113
H 3.1807 -2.0393 1.0089 0.114
H 1.0130 -1.8515 0.1772 0.111
H 1.0633 -4.4215 2.6529 0.108
H -0.6550 -4.5309 2.6344 0.125
H -1.1406 -2.0628 0.2318 0.081
H -1.8728 -3.3770 1.0743 0.119
Cl 3.1730 -0.0710 -5.2119 0.758
C 1.8690 -1.1895 -5.4543 -0.575
C 1.1260 -1.0682 -6.6169 -0.109
C 0.1381 -1.9877 -6.9210 -0.086
C -0.1021 -3.0384 -6.0505 -0.114
C 0.6225 -3.1293 -4.8797 -0.583
Cl 0.2738 -4.4411 -3.7841 0.695
C 1.6198 -2.2068 -4.5224 -0.323
N 2.3000 -2.3588 -3.3317 0.064
C 2.7883 -1.3419 -2.4721 -0.259
C 4.0525 -1.5222 -1.9115 -0.038
C 4.5706 -0.5968 -1.0222 -0.092
C 3.8371 0.5410 -0.7049 -0.067
C 2.5830 0.7157 -1.2637 -0.020
C 2.0237 -0.2269 -2.1279 -0.173
C 0.5921 -0.0222 -2.5760 -0.020
C -0.2549 0.2377 -1.3451 -0.611
O -0.9758 1.2373 -1.2288 -0.003
O -0.1485 -0.6050 -0.3938 -0.132
H 1.3542 -0.2541 -7.2906 0.105
H -0.4334 -1.8929 -7.8333 0.106
H -0.8578 -3.7818 -6.2617 0.104
H 2.2840 -3.2882 -2.9478 0.093
H 4.6309 -2.3895 -2.2065 0.114
H 5.5555 -0.7498 -0.5987 0.104
H 4.2216 1.2845 -0.0189 0.109
H 2.0020 1.5932 -0.9958 0.131
H 0.1940 -0.9183 -3.0512 0.119
H 0.5031 0.8060 -3.2793 0.136
N -5.0698 0.6518 1.1115 0.146
C -4.6375 -0.0037 2.3812 -0.070
C -3.3317 -0.7637 2.1191 -0.692
O -2.8967 -1.5300 2.9722 0.018
O -2.8309 -0.4978 0.9782 -0.177
H -5.0548 1.7171 1.1256 0.027
H -5.9711 0.3249 0.7810 0.155
H -4.3240 0.4222 0.4253 0.122
H -5.4016 -0.6801 2.7542 0.126
H -4.4425 0.7671 3.1250 0.097
```

The calculation puts the LUMO energy (alpha / beta) at -0.051 / -0.051 eV. The expectation value of S² is 0.756. The calculation puts the HOMO energy (alpha / beta) at -0.276 / -0.273 hartree. The HOMO-LUMO gap (alpha / beta) comes out at 0.2743 / 0.2709 Ha. Its multiplicity is 2.

***

Computed, not measured: 5 unconnected molecules or ions with the total composition C29H33F4NO3P3S, with ωB97M-V/def2-TZVPD.

Geometry as XYZ:
```
74
Properties=species:S:1:pos:R:3:lowdin_charge:R:1
C -1.4987 -1.8077 0.3815 -0.030
C -0.0687 -1.9810 -0.0768 -0.371
N 0.0903 -2.5986 -1.4127 0.161
C 1.0352 -2.1105 -2.1157 0.021
C 1.5912 -0.8806 -1.5320 -0.194
C 0.9146 -0.7652 -0.1429 -0.777
P 0.2155 0.9068 0.3285 0.893
P -1.0096 1.8168 -1.2505 0.251
O -0.8079 3.2310 -0.9726 -0.280
O -0.5986 1.3908 -2.7432 -0.144
O -2.5134 1.3173 -1.0769 -0.142
P 2.1875 -1.1357 1.1819 0.347
S 3.5659 -2.3570 0.6126 0.228
H -1.4920 -1.3731 1.3800 0.095
H -1.9860 -2.7810 0.4444 0.096
H -2.0961 -1.1674 -0.2672 0.065
H 0.3700 -2.7378 0.5866 0.119
H -0.4827 -3.4046 -1.6675 0.147
H 1.3170 -2.5510 -3.0653 0.169
H 2.6808 -0.8425 -1.5348 0.101
H 1.2688 -0.0703 -2.2009 0.112
H 1.3693 1.6271 -0.0383 -0.043
H -0.9129 0.5490 -3.0829 0.074
H -2.8092 0.5472 -1.5697 0.073
H 1.3400 -1.5879 2.2073 0.008
H 2.5793 0.1325 1.6413 -0.012
F -1.2332 -5.1498 -1.4419 -0.004
C -0.4986 -6.2440 -1.0281 -0.262
C 0.8754 -6.1594 -1.0569 -0.032
C 1.6007 -7.2618 -0.6214 -0.067
C 0.9418 -8.4000 -0.1811 -0.066
C -0.4464 -8.4476 -0.1724 -0.050
C -1.1878 -7.3538 -0.5981 -0.002
H 1.3738 -5.2653 -1.4090 0.098
H 2.6816 -7.2251 -0.6288 0.112
H 1.5115 -9.2550 0.1556 0.112
H -0.9640 -9.3311 0.1706 0.094
H -2.2691 -7.3590 -0.5901 0.112
F 3.5853 4.6392 0.6690 0.036
C 2.8393 5.6397 0.1371 -0.283
C 3.3138 6.9332 0.2056 -0.014
C 2.5356 7.9419 -0.3470 -0.081
C 1.3163 7.6485 -0.9436 -0.083
C 0.8682 6.3356 -0.9933 -0.074
C 1.6360 5.3145 -0.4515 -0.025
H 4.2646 7.1360 0.6794 0.118
H 2.8841 8.9655 -0.3095 0.087
H 0.7172 8.4440 -1.3656 0.105
H -0.0829 6.0930 -1.4485 0.103
H 1.2998 4.2888 -0.4785 0.075
F 3.2001 14.9280 1.2452 0.059
C 3.0888 13.6043 1.4708 -0.286
C 3.9711 12.7488 0.8418 -0.014
C 3.8484 11.3873 1.0813 -0.094
C 2.8602 10.9061 1.9294 -0.106
C 1.9892 11.7931 2.5474 -0.080
C 2.0975 13.1579 2.3220 -0.014
H 4.7309 13.1493 0.1851 0.119
H 4.5365 10.7023 0.6015 0.101
H 2.7691 9.8435 2.1122 0.094
H 1.2175 11.4229 3.2096 0.105
H 1.4340 13.8703 2.7922 0.119
F -2.9438 -10.1654 0.7290 0.033
C -4.2997 -10.1139 0.6853 -0.278
C -5.0138 -10.7819 1.6576 -0.011
C -6.3995 -10.7219 1.6067 -0.074
C -7.0381 -10.0111 0.5995 -0.089
C -6.2885 -9.3548 -0.3662 -0.082
C -4.9011 -9.4004 -0.3302 -0.025
H -4.4922 -11.3322 2.4282 0.120
H -6.9811 -11.2369 2.3595 0.109
H -8.1182 -9.9735 0.5648 0.105
H -6.7832 -8.8086 -1.1586 0.106
H -4.2964 -8.9080 -1.0800 0.107
```

The calculation puts the LUMO energy at -4.276 eV. The calculation puts the HOMO energy at -0.379 hartree. The charge is +1. The HOMO-LUMO gap comes out at 0.2219 Ha. Its multiplicity is 1.

***

Q: What is the formula in the first record?
A: C29H33Cl2N6O8RuS